[1]
12
Properties=species:S:1:pos:R:3:nbo_charge:R:1 method="wB97M-V/def2-TZVPD" e_lumo_ev=0.502 homo_ev=-9.5 orbital_gap_ev=10.0 charge=0 de_lowest_ev=2.6369
C 0.39 -0.93 0.37 0.864
C 1.38 -0.55 1.32 -0.752
C -1.29 0.62 -0.81 0.223
O -0.36 -1.73 -0.02 -0.447
O -1.02 0.95 -2.14 -0.753
O -0.15 0.70 -0.09 -0.680
H 1.95 0.33 1.15 0.277
H 0.89 -0.22 2.15 0.277
H 2.08 -1.20 1.64 0.242
H -1.75 -0.39 -0.88 0.139
H -2.05 1.28 -0.41 0.133
H -0.08 1.15 -2.28 0.478

---

[2]
42
Properties=species:S:1:pos:R:3:nbo_charge:R:1 method="wB97M-V/def2-TZVPD" e_lumo_ev=-1.007 homo_ev=-10.7 orbital_gap_ev=9.7 charge=0 smiles="C[N+](=O)[O-].C[N+](=O)[O-].C[N+](=O)[O-].C[N+](=O)[O-].C[N+](=O)[O-].C[N+](=O)[O-]" de_lowest_ev=1.7613
C -1.20 -4.00 -1.98 -0.482
N -1.00 -4.27 -3.43 0.517
O -1.40 -3.53 -4.33 -0.369
O -0.15 -5.14 -3.64 -0.383
H -2.24 -3.70 -1.87 0.228
H -0.56 -3.18 -1.66 0.247
H -1.02 -4.90 -1.39 0.239
C 1.52 4.46 4.06 -0.482
N 1.60 3.66 2.80 0.524
O 0.82 2.71 2.77 -0.389
O 2.35 4.09 1.88 -0.369
H 0.83 3.86 4.65 0.239
H 1.27 5.49 3.78 0.246
H 2.49 4.40 4.55 0.238
C -2.85 3.52 -2.06 -0.485
N -4.28 3.59 -1.50 0.539
O -5.10 4.21 -2.13 -0.364
O -4.46 3.04 -0.43 -0.381
H -2.82 2.80 -2.88 0.238
H -2.19 3.27 -1.23 0.220
H -2.71 4.55 -2.39 0.232
C -0.31 0.86 0.68 -0.513
N 0.03 -0.54 0.19 0.554
O -0.26 -1.50 0.84 -0.368
O 0.64 -0.56 -0.85 -0.396
H -0.55 0.81 1.74 0.233
H -1.20 1.16 0.11 0.229
H 0.44 1.65 0.71 0.257
C -0.44 -4.44 2.72 -0.507
N -1.94 -4.72 2.49 0.522
O -2.52 -5.33 3.38 -0.344
O -2.48 -4.18 1.48 -0.398
H -0.44 -3.36 2.59 0.247
H 0.24 -4.65 1.90 0.244
H -0.05 -4.72 3.70 0.236
C 3.61 0.80 -2.12 -0.486
N 5.08 0.54 -2.28 0.514
O 5.91 1.36 -2.00 -0.355
O 5.50 -0.58 -2.69 -0.397
H 3.34 1.05 -1.10 0.236
H 3.17 -0.18 -2.28 0.247
H 3.34 1.60 -2.81 0.239

---

[3]
32
Properties=species:S:1:pos:R:3:nbo_charge:R:1 method="wB97M-V/def2-TZVPD" e_lumo_ev="-6.375 / -12.623" spin_multiplicity=2 homo_ev="-16.1 / -16.1" orbital_gap_ev="9.7 / 3.4" charge=+2
Sr -0.37 -0.90 1.32 1.876
F 1.35 -0.99 3.24 0.015
C 0.83 -3.14 -0.85 -0.108
C -0.43 -2.50 -1.42 -0.116
O -1.47 -2.56 -0.45 -0.797
O 1.41 -2.49 0.20 -0.798
H 1.58 -3.09 -1.64 0.200
H 0.61 -4.19 -0.68 0.190
H -0.76 -3.07 -2.29 0.235
H -0.15 -1.48 -1.70 0.195
H -1.81 -3.44 -0.33 0.514
H 2.27 -2.84 0.44 0.527
C 2.82 2.19 -0.80 -0.108
C 1.92 0.89 -0.94 -0.100
O 0.73 0.86 -0.21 -0.810
O 1.88 3.29 -1.15 -0.742
H 3.69 2.19 -1.45 0.208
H 3.26 2.37 0.18 0.186
H 2.62 0.07 -0.77 0.192
H 1.62 0.84 -1.99 0.188
H 0.19 1.62 -0.44 0.519
H 2.47 3.86 -1.65 0.492
C -2.22 1.78 1.79 -0.118
C -3.14 0.83 1.03 -0.104
O -2.23 0.18 0.13 -0.820
O -1.06 1.23 2.40 -0.808
H -2.83 2.31 2.52 0.215
H -1.97 2.61 1.14 0.194
H -3.87 1.38 0.44 0.238
H -3.59 0.13 1.74 0.194
H -2.68 0.12 -0.72 0.524
H -0.66 1.95 2.90 0.529

---

[4]
14
Properties=species:S:1:pos:R:3:nbo_charge:R:1 method="wB97M-V/def2-TZVPD" e_lumo_ev=6.815 homo_ev=-0.6 orbital_gap_ev=7.4 charge=-2 smiles="O=[P@@]([O-])(O)/C([O-])=C1/C=NC=N1" de_lowest_ev=0.0000
C -1.64 -1.22 0.19 -0.060
C -2.10 0.62 -0.72 0.067
C -0.42 -0.48 0.00 -0.132
C 0.92 -0.84 0.29 0.148
N -2.67 -0.55 -0.24 -0.581
N -0.83 0.67 -0.56 -0.484
O 1.92 0.84 -1.40 -1.167
O 3.53 -0.03 0.49 -1.179
O 1.22 -2.00 0.64 -0.643
O 1.64 1.54 1.05 -1.051
P 2.18 0.38 -0.01 2.293
H -1.81 -2.06 0.75 0.160
H -2.65 1.35 -1.34 0.135
H 0.72 1.79 0.85 0.494